(1)
Density functional theory data (wB97M-V/def2-TZVPD) for 2 unconnected molecules or ions with the total composition C2H3Br2FSi at a distorted geometry.

Geometry (Å):
Br 1.902 1.218 -2.488
Br 3.594 1.454 0.665
Si 1.828 0.682 -0.413
F 1.935 -0.886 -0.227
C -2.079 -1.207 0.899
C -2.832 -0.648 0.118
H 0.589 1.213 0.398
H -1.540 -1.577 1.742
H -3.397 -0.249 -0.693

Atomic forces in eV per Å
-0.11 0.11 -0.60
-0.01 0.09 -0.14
-0.88 0.66 2.16
-0.22 -0.26 -0.23
-1.69 1.36 -1.01
1.68 -1.28 1.08
1.19 -0.62 -1.18
0.10 -0.12 -0.22
-0.07 0.05 0.14

Output
E: -5615.45931 Eh
SMILES: F[SiH](Br)Br.C#C
Relative energy (zero: lowest compared OMol25 entry of this formula, charge and spin): 44.61 kcal/mol
HOMO energy: -10.78 eV

These are the natural (NBO) partial charges, in e, on atoms 1 to 2: number 1, Br, carries -0.2598; number 2, Br, carries -0.3135

---

(2)
Density functional theory data (wB97M-V/def2-TZVPD) for C2H3Br2NO3 in the gas phase at a distorted geometry.

Geometry (Å):
Br -0.463 -1.866 -0.971
Br -0.259 -1.165 2.467
O 1.479 -0.028 0.578
O -0.908 1.604 2.495
O 0.751 2.288 1.333
N 0.005 1.450 1.711
C 0.218 0.029 1.016
C -0.770 -0.101 -0.098
H -1.847 0.031 0.287
H 1.523 -0.579 -0.113
H -0.569 0.560 -0.843

Atomic forces in eV per Å
-0.46 0.70 0.32
0.32 -0.71 0.15
0.27 3.43 4.64
0.22 -0.38 -0.42
1.06 1.12 -0.46
-0.82 -0.46 -0.15
-0.70 0.28 1.02
-2.60 -2.07 1.97
1.72 -0.57 -0.74
0.42 -3.42 -4.26
0.57 2.08 -2.06

Output
E: -5506.39077 Eh
SMILES: O=[N+]([O-])[C@@](O)(Br)CBr
Relative energy (zero: lowest compared OMol25 entry of this formula, charge and spin): 16.92 kcal/mol
HOMO energy: -10.52 eV

These are the natural (NBO) partial charges, in e, on atoms 1 to 2: number 1, Br, carries 0.0069; number 2, Br, carries 0.0429

---

| no. | LUMO (eV) |
| --- | --- |
| 1 | 0.55 |
| 2 | -0.33 |